{
  "formula": "C31H24N4O5RuS3",
  "method": "the ωB97M-V functional and the def2-TZVPD basis",
  "de_lowest_kcal_mol": 42.33,
  "orbital_gap_ev": [7.3, 7.3],
  "total_charge": -1,
  "spin_multiplicity": 2,
  "largest_force_ev_per_a": 1.07,
  "elements": ["Ru", "S", "S", "S", "O", "O", "O", "O", "O", "N", "N", "N", "N", "C", "C", "C", "C", "C", "C", "C", "C", "C", "C", "C", "C", "C", "C", "C", "C", "C", "C", "C", "C", "C", "C", "C", "C", "C", "C", "C", "C", "C", "C", "C", "H", "H", "H", "H", "H", "H", "H", "H", "H", "H", "H", "H", "H", "H", "H", "H", "H", "H", "H", "H", "H", "H", "H", "H"],
  "positions_angstrom": [[0.2680, 0.6054, -0.2397], [-1.1005, 7.2549, 0.1644], [0.4211, 2.1059, -2.0840], [-1.1532, 4.5865, -1.1799], [2.3102, 1.1763, -0.1386], [4.7078, -0.1479, -1.3570], [1.9503, -0.5961, 1.1136], [1.0120, -0.9453, -1.2993], [0.4037, 1.4287, 1.7087], [1.3540, 4.3594, -0.9427], [-1.6799, -0.7451, -0.9383], [-1.7776, 1.6892, 0.1524], [0.9910, 5.6068, -0.4859], [-2.7009, 1.4055, -0.9257], [4.2325, 7.9576, 0.7821], [0.7521, -2.1961, -1.4741], [-1.9601, 3.8495, 3.0868], [2.7231, 0.2284, 0.6167], [3.1632, 8.5548, 0.1290], [-2.9686, -0.0733, -0.8274], [0.3321, 3.6772, -1.3231], [-0.1819, 2.2739, 2.4851], [-0.7047, -4.1065, -1.9363], [0.3701, -4.9467, -2.1012], [-1.4105, 2.9031, 2.2030], [2.0775, 6.4323, -0.0537], [0.4316, 2.6075, 3.7254], [-0.5355, -2.7540, -1.5978], [1.6579, -4.4153, -1.9064], [5.9586, 0.3208, 2.5681], [-0.3322, 5.9215, -0.4726], [-0.1340, 3.5160, 4.5822], [1.8470, -3.0917, -1.5991], [2.0828, 7.7948, -0.2980], [5.1436, 0.0153, -0.0764], [6.4959, 0.0033, 0.2457], [-2.1383, 2.5464, 1.0254], [6.9026, 0.1690, 1.5627], [3.1537, 5.8153, 0.5724], [4.2279, 6.5840, 0.9924], [-1.3444, 4.1662, 4.2700], [4.1889, 0.1674, 0.9248], [-1.6948, -1.9334, -1.3875], [4.6097, 0.3048, 2.2389], [3.1389, 4.7422, 0.7079], [0.3648, 3.7432, 5.5182], [1.3671, 2.1131, 3.9583], [3.8538, 0.4065, 3.0087], [2.5207, -5.0660, -2.0031], [6.2693, 0.4602, 3.5954], [1.2566, 8.2551, -0.8189], [7.2304, -0.1298, -0.5420], [-3.0987, 3.0570, 0.8870], [5.0688, 8.5580, 1.1188], [2.8359, -2.6779, -1.4413], [-1.7165, -4.4816, -2.0603], [-3.4040, -0.2949, 0.1516], [-3.6290, 1.9847, -0.8562], [-2.2123, 1.6228, -1.8765], [-2.8939, 4.3299, 2.8101], [-2.6579, -2.3920, -1.6446], [0.2304, -5.9860, -2.3669], [5.4601, -0.1148, -1.9555], [3.1671, 9.6217, -0.0567], [-1.7697, 4.8989, 4.9423], [-3.6756, -0.3941, -1.5993], [7.9599, 0.1756, 1.7970], [5.0616, 6.1051, 1.4907]],
  "mulliken_charge": [0.6649, -0.3689, -0.3558, -0.1477, -0.4362, -0.4366, -0.6065, -0.7043, -0.0894, -0.7560, 0.2338, 0.4698, 0.6497, -0.6538, -0.4135, 0.1768, -0.4306, 1.3939, -0.6074, -1.1763, 0.4552, -0.1114, -0.6607, -0.6819, 0.5292, 0.1999, -0.7397, 0.4313, -0.4969, -0.7801, 0.2172, -0.4828, -0.3405, -0.4614, 1.0530, -0.7728, -0.4480, -0.4874, -0.3584, -0.6398, -0.7883, -0.1328, -0.1955, -0.3421, 0.7104, 0.3863, 0.4362, 0.4243, 0.3933, 0.3837, 0.3769, 0.2743, 0.0712, 0.3626, 0.4046, 0.3244, 0.2335, 0.4385, 0.2341, 0.3258, 0.2335, 0.3702, 0.2482, 0.3466, 0.3788, 0.5317, 0.3687, 0.3712]
}

---

{
  "formula": "C15H40F8N10O24S8",
  "method": "the ωB97M-V functional and the def2-TZVPD basis",
  "orbital_gap_ev": 9.7,
  "total_charge": 0,
  "largest_force_ev_per_a": 5.72,
  "elements": ["S", "S", "S", "S", "S", "S", "S", "S", "F", "F", "F", "F", "F", "F", "F", "F", "O", "O", "O", "O", "O", "O", "O", "O", "O", "O", "O", "O", "O", "O", "O", "O", "O", "O", "O", "O", "O", "O", "O", "O", "N", "N", "N", "N", "N", "N", "N", "N", "N", "N", "C", "C", "C", "C", "C", "C", "C", "C", "C", "C", "C", "C", "C", "C", "C", "H", "H", "H", "H", "H", "H", "H", "H", "H", "H", "H", "H", "H", "H", "H", "H", "H", "H", "H", "H", "H", "H", "H", "H", "H", "H", "H", "H", "H", "H", "H", "H", "H", "H", "H", "H", "H", "H", "H", "H"],
  "positions_angstrom": [[-1.1183, -7.1597, -0.0007], [1.4552, -0.6826, -0.8825], [-1.0448, 1.8553, 4.6268], [-1.3501, 4.3177, -5.0445], [0.4037, -6.2978, -1.7466], [-0.7773, 2.0247, -5.5216], [-0.2192, -0.4901, 0.8852], [-0.2132, -0.3089, 5.6242], [1.8589, -1.8685, -1.9051], [-0.5843, 5.7321, -5.0287], [0.7015, -4.7741, -2.2315], [-0.8168, -1.5792, 1.8951], [-1.8809, -6.6036, 1.3138], [0.5374, 1.1448, -5.2778], [-0.2801, 3.1117, 3.9729], [0.6994, -0.5138, 6.9006], [-1.0833, 1.7336, -6.8684], [-1.5169, -0.5588, 6.1170], [-2.0769, 2.4852, 5.3671], [2.5503, 5.7648, -4.0735], [0.6928, 0.2008, 1.7053], [-3.6240, -4.2706, -1.2508], [1.6641, 3.1547, 0.4951], [0.4000, -1.2027, 4.6912], [-0.4187, -6.6965, -2.8247], [0.0124, 3.6337, -0.8859], [-1.8722, 4.2979, -3.7051], [-2.1934, -7.5718, -0.8135], [-1.4272, 0.0566, 0.3911], [1.6875, -6.8460, -1.5264], [2.7387, -4.0477, 2.6526], [2.7073, -0.3686, -0.2932], [4.1123, 0.5967, 4.7505], [-3.8266, 1.6414, 0.9865], [-2.2759, 4.4705, -6.1059], [0.8168, 0.2220, -1.7731], [-0.4188, 2.8600, 1.1172], [-0.2624, -8.1039, 0.6392], [-1.6224, 1.5461, -4.4799], [-1.4574, 1.1160, 3.4713], [0.4285, 3.1655, 0.2323], [-1.6637, -3.0928, -1.4643], [0.7613, -4.0083, 1.4713], [0.2192, 1.2738, 5.3839], [1.7786, 3.7994, -3.1490], [2.3687, 1.4810, 3.6065], [-0.0394, 3.4669, -5.2859], [-0.3503, -5.8192, -0.3436], [-2.8157, 2.7041, -0.8127], [0.4783, -1.6657, -0.0581], [3.3966, 0.4510, 3.8401], [-3.0636, -3.2982, -0.9313], [-3.5773, 1.9634, -1.8615], [2.9310, 2.9024, -2.8768], [2.0753, 5.8837, -1.7391], [3.3368, -0.7699, 3.0012], [-3.8510, 4.0092, 1.1076], [2.9636, 2.8436, 3.3517], [-3.5135, -2.3745, 0.1644], [-1.6050, -2.5923, -2.8596], [0.0023, -4.2314, 2.7375], [2.2502, 5.2217, -3.0733], [-3.5033, 2.6735, 0.5352], [2.9384, -4.5106, 0.3130], [2.2376, -4.2065, 1.6040], [1.5708, 1.5472, 4.3061], [-4.5216, -2.6320, 0.4598], [2.6700, 1.8786, -3.1100], [3.1469, -0.5317, 1.9481], [2.1490, 3.5349, 3.1744], [1.0912, 3.6926, -2.3672], [-1.9465, -1.5638, -2.8495], [3.8716, -3.9497, 0.3192], [2.2929, -4.2300, -0.5136], [2.8737, 6.6173, -1.6525], [3.7400, 3.1366, -3.5680], [3.5197, 2.7494, 2.4205], [-1.8704, 2.3478, -0.5625], [-3.4903, -1.3702, -0.2623], [2.4818, -1.3470, 3.3638], [-3.6857, 0.9137, -1.6249], [-0.0176, -5.2883, 2.9716], [-3.0858, 2.1731, -2.8027], [-1.0868, -2.4393, -0.8699], [-0.5974, -2.5687, -3.2620], [-3.5212, 4.8673, 0.5145], [2.2838, 5.1814, -0.9279], [-2.7988, -2.4826, 0.9764], [1.8597, 1.3383, 2.7192], [0.3922, -4.6419, 0.7142], [-2.6937, 3.6552, -1.1641], [0.5824, -3.0850, 0.9781], [1.0597, 6.2667, -1.6932], [0.4514, -3.6329, 3.5233], [-4.9312, 4.1286, 1.1644], [-1.1415, -3.9810, -1.3763], [3.2408, 3.0228, -1.8445], [-0.9846, -3.8295, 2.5415], [3.2359, -5.5589, 0.3052], [-4.5716, 2.4084, -1.8598], [1.2494, 3.6206, -4.0293], [-2.2843, -3.1729, -3.4763], [3.6555, 3.0958, 4.1455], [4.2796, -1.3036, 2.9582], [-3.3296, 4.1421, 2.0557]],
  "mulliken_charge": [0.8763, 0.6646, 0.8549, 0.8848, 0.9791, 0.9543, 0.0179, 0.8938, -0.3771, -0.3051, -0.2471, -0.4026, -0.3258, -0.2892, -0.2901, -0.3069, -0.5786, -0.5624, -0.5935, -0.4608, 0.1773, -0.4254, -0.6850, -0.4207, -0.5876, -1.0479, -0.4737, -0.5498, -0.0890, -0.5534, -0.4606, -0.7763, -0.4864, -0.3656, -0.6006, -0.3141, -0.6731, -0.6282, -0.4348, -0.3644, 1.1497, 1.3745, 1.8009, -0.5230, 0.8458, 0.7131, -0.4293, -0.4265, 0.7900, -0.6855, 0.3274, 0.5829, -0.4952, -0.6985, -0.7195, -0.0580, -1.2289, -0.8267, -0.1689, -0.9159, -0.9149, 0.5674, 0.8127, -1.0267, 0.8902, 0.4125, 0.4631, 0.1988, -0.0172, 0.2351, -0.1853, 0.4247, 0.3535, 0.1181, 0.4077, 0.4337, 0.3675, -0.5352, -0.2661, -0.0063, 0.0652, 0.3689, 0.1055, -0.4383, 0.2683, 0.3522, 0.1240, -0.0394, -0.1303, 0.0102, 0.4149, -0.0893, 0.2359, 0.3507, 0.3678, -0.1243, 0.3207, 0.2702, 0.3490, 0.4158, 0.3804, 0.4318, 0.4335, 0.5034, 0.2840]
}